Molecular formula: C63H158N10O21
Method: DFT, ωB97M-V with the def2-TZVPD basis set

For the energy above the lowest of the compared OMol25 structures with the same formula, charge and spin, the calculation gives 14.928 eV. The calculation puts the total energy at -4621.72368 Eh. As for the orbital gap: 8.622 eV. The net charge is 0. The max |F| is 0.143 hartree/bohr.

XYZ file:
```
252
C63H158N10O21, DFT ωB97M-V with the def2-TZVPD basis set
C 1.49 -1.55 -0.39
C 0.37 -1.23 0.60
C 0.30 0.20 1.05
O -0.87 -1.41 -0.17
H 2.33 -1.43 0.30
H 1.52 -0.76 -1.13
H 1.43 -2.58 -0.74
H 0.24 -1.83 1.51
H 0.48 0.90 0.23
H 1.07 0.51 1.77
H -0.59 0.44 1.62
H -1.06 -0.57 -0.60
C 3.65 2.27 6.82
O 4.40 3.37 7.28
C 5.37 3.84 6.40
C 4.79 4.44 5.09
N 5.01 3.52 3.97
C 4.29 3.92 2.76
C 2.81 3.48 2.74
O 2.06 4.13 3.74
C 0.67 3.91 3.74
H 2.96 1.89 7.58
H 4.34 1.50 6.47
H 2.95 2.59 6.04
H 6.10 3.04 6.20
H 6.04 4.61 6.77
H 5.26 5.37 4.78
H 3.72 4.51 5.30
H 4.94 2.57 4.32
H 4.80 3.48 1.90
H 4.36 5.00 2.62
H 2.75 2.39 2.78
H 2.46 3.84 1.77
H 0.40 3.81 4.79
H 0.44 3.01 3.16
H 0.14 4.77 3.31
C -7.18 1.94 -7.65
O -5.90 1.91 -7.15
C -5.61 2.75 -6.04
C -4.47 2.34 -5.10
N -4.65 1.01 -4.48
C -4.41 0.99 -3.04
C -2.94 1.07 -2.59
O -2.72 1.52 -1.27
C -3.29 0.71 -0.28
H -7.42 2.93 -8.06
H -7.97 1.61 -6.96
H -7.33 1.31 -8.53
H -6.52 2.91 -5.44
H -5.37 3.71 -6.50
H -4.41 3.23 -4.46
H -3.56 2.23 -5.70
H -5.57 0.68 -4.75
H -4.93 0.15 -2.57
H -4.90 1.87 -2.61
H -2.39 1.71 -3.28
H -2.50 0.07 -2.67
H -4.23 1.13 0.11
H -2.62 0.70 0.59
H -3.44 -0.33 -0.56
C -3.00 1.17 3.90
O -4.29 0.55 3.87
C -4.91 0.80 5.13
C -6.36 0.28 5.10
N -7.23 1.26 4.43
C -8.64 0.77 4.55
C -9.61 1.76 3.90
O -9.71 2.92 4.70
C -10.52 3.93 4.15
H -2.41 0.72 4.71
H -3.16 2.23 4.07
H -2.43 0.88 3.02
H -4.96 1.88 5.31
H -4.38 0.30 5.94
H -6.56 -0.08 6.12
H -6.35 -0.63 4.51
H -7.34 2.00 5.13
H -8.95 0.54 5.58
H -8.74 -0.17 4.01
H -10.57 1.23 3.90
H -9.40 1.94 2.84
H -10.39 4.88 4.67
H -11.57 3.69 4.32
H -10.27 4.09 3.09
C -3.93 -0.05 7.16
O -3.07 -1.20 7.16
C -1.68 -0.94 7.21
C -1.17 -0.13 6.01
N -1.24 -0.83 4.74
C -0.44 -2.04 4.64
C -0.51 -2.49 3.15
O 0.23 -3.68 2.86
C -0.25 -4.86 3.50
H -3.65 0.69 6.41
H -3.93 0.36 8.17
H -4.92 -0.45 6.98
H -1.20 -1.92 7.16
H -1.48 -0.39 8.13
H -0.12 0.14 6.08
H -1.64 0.85 6.08
H -2.23 -1.01 4.58
H -0.88 -2.84 5.22
H 0.62 -1.79 4.74
H -0.21 -1.71 2.46
H -1.55 -2.75 2.92
H 0.06 -5.76 2.98
H -1.34 -4.95 3.54
H 0.14 -4.88 4.52
C -3.36 -4.02 -0.25
O -4.77 -4.10 -0.17
C -5.20 -4.36 1.16
C -6.65 -4.79 1.32
N -7.58 -3.67 1.38
C -7.69 -2.94 0.09
C -8.47 -1.66 0.34
O -7.93 -0.80 1.33
C -6.75 -0.16 0.95
H -2.83 -4.88 0.18
H -3.01 -3.17 0.35
H -3.11 -3.93 -1.30
H -4.90 -3.52 1.81
H -4.56 -5.15 1.58
H -6.70 -5.37 2.25
H -6.74 -5.58 0.57
H -7.33 -2.91 2.00
H -8.32 -3.43 -0.66
H -6.71 -2.74 -0.33
H -9.52 -1.89 0.52
H -8.53 -1.11 -0.61
H -6.51 0.72 1.55
H -6.63 0.26 -0.06
H -6.00 -0.95 1.09
C 8.50 -4.17 -4.90
O 8.57 -5.02 -3.76
C 7.49 -5.98 -3.64
C 7.39 -6.63 -2.22
N 6.42 -6.04 -1.28
C 6.50 -4.56 -1.23
C 5.36 -4.12 -0.32
O 4.13 -4.80 -0.72
C 3.02 -4.07 -0.25
H 8.83 -3.15 -4.68
H 7.49 -4.23 -5.31
H 9.20 -4.56 -5.64
H 7.83 -6.71 -4.38
H 6.54 -5.55 -3.96
H 8.44 -6.57 -1.95
H 7.00 -7.63 -2.38
H 5.47 -6.24 -1.56
H 6.27 -4.10 -2.19
H 7.42 -4.20 -0.78
H 5.16 -3.05 -0.44
H 5.50 -4.25 0.75
H 2.98 -3.04 -0.60
H 2.92 -4.08 0.84
H 2.07 -4.52 -0.55
C 8.82 0.19 -3.08
O 7.67 -0.42 -3.59
C 7.78 -0.88 -4.91
C 6.38 -1.23 -5.45
N 5.88 -2.36 -4.65
C 4.41 -2.38 -4.76
C 3.83 -3.39 -3.76
O 3.71 -3.05 -2.38
C 4.66 -2.17 -1.77
H 9.70 -0.43 -3.30
H 8.79 0.29 -2.00
H 9.10 1.03 -3.72
H 8.37 -1.80 -4.98
H 8.19 -0.15 -5.62
H 6.40 -1.45 -6.52
H 5.70 -0.38 -5.34
H 6.22 -2.18 -3.72
H 4.26 -2.82 -5.75
H 3.93 -1.41 -4.62
H 4.33 -4.36 -3.80
H 2.81 -3.32 -4.16
H 4.58 -1.19 -2.25
H 5.66 -2.59 -1.92
H 4.53 -2.14 -0.70
C 2.54 0.10 4.06
O 3.63 -0.76 4.29
C 3.28 -2.13 4.13
C 4.62 -2.84 4.11
N 4.79 -4.12 4.83
C 3.96 -5.18 4.24
C 4.56 -5.82 2.96
O 5.94 -6.06 3.13
C 6.47 -6.91 2.08
H 2.07 -0.08 3.09
H 2.85 1.14 4.06
H 1.82 -0.09 4.86
H 2.79 -2.43 3.20
H 2.66 -2.61 4.89
H 5.26 -2.20 4.73
H 5.08 -2.95 3.12
H 5.77 -4.33 4.95
H 2.93 -4.84 4.08
H 3.81 -5.96 4.99
H 4.31 -5.13 2.15
H 4.03 -6.76 2.79
H 5.73 -7.64 1.76
H 7.43 -7.37 2.30
H 6.70 -6.28 1.22
C 0.65 -0.37 -4.11
O 0.98 0.75 -4.92
C 0.09 1.84 -4.76
C 0.48 2.98 -5.66
N -0.12 4.28 -5.47
C -1.53 4.40 -5.78
C -1.91 4.01 -7.20
O -3.09 4.76 -7.44
C -3.66 4.64 -8.72
H 0.79 -0.09 -3.06
H 1.41 -1.10 -4.38
H -0.31 -0.87 -4.29
H 0.15 2.11 -3.70
H -0.94 1.55 -5.00
H 0.37 2.73 -6.72
H 1.57 3.06 -5.53
H 0.22 4.74 -4.63
H -1.87 5.44 -5.72
H -2.11 3.95 -4.96
H -2.10 2.93 -7.33
H -1.13 4.24 -7.94
H -2.89 4.87 -9.46
H -4.53 5.25 -8.98
H -4.13 3.67 -8.91
C 2.21 3.00 -0.82
O 1.14 3.80 -0.32
C -0.13 3.61 -1.04
C -0.53 4.86 -1.82
N 0.61 5.30 -2.67
C 0.59 6.76 -2.85
C -0.49 7.24 -3.80
O -0.57 8.65 -3.79
C -1.30 9.32 -4.79
H 2.89 3.67 -1.36
H 1.93 2.26 -1.58
H 2.88 2.57 -0.07
H -0.75 3.64 -0.14
H -0.22 2.71 -1.63
H -0.96 5.64 -1.19
H -1.36 4.60 -2.48
H 1.42 5.08 -2.12
H 1.56 7.10 -3.22
H 0.38 7.18 -1.86
H -1.43 6.70 -3.67
H -0.18 6.91 -4.80
H -0.52 9.77 -5.40
H -2.00 10.02 -4.33
H -1.93 8.69 -5.43
```

Löwdin atomic charge list, values in e, 99 entries:
1. C -0.018
2. C -0.412
3. C -0.039
4. O -0.064
5. H 0.095
6. H 0.074
7. H 0.069
8. H 0.055
9. H 0.081
10. H 0.055
11. H 0.074
12. H 0.045
13. C -0.100
14. O -0.177
15. C -0.229
16. C -0.198
17. N -0.066
18. C -0.178
19. C -0.226
20. O -0.205
21. C -0.081
22. H 0.090
23. H 0.093
24. H 0.069
25. H 0.121
26. H 0.118
27. H 0.116
28. H 0.102
29. H 0.088
30. H 0.109
31. H 0.122
32. H 0.088
33. H 0.098
34. H 0.086
35. H 0.080
36. H 0.089
37. C -0.152
38. O -0.185
39. C -0.206
40. C -0.195
41. N -0.044
42. C -0.206
43. C -0.211
44. O -0.188
45. C -0.104
46. H 0.089
47. H 0.089
48. H 0.087
49. H 0.125
50. H 0.113
51. H 0.123
52. H 0.093
53. H 0.101
54. H 0.112
55. H 0.118
56. H 0.097
57. H 0.119
58. H 0.087
59. H 0.065
60. H 0.096
61. C -0.104
62. O -0.162
63. C -0.258
64. C -0.194
65. N -0.020
66. C -0.208
67. C -0.235
68. O -0.189
69. C -0.115
70. H 0.016
71. H 0.102
72. H 0.075
73. H 0.141
74. H -0.077
75. H 0.110
76. H 0.125
77. H 0.102
78. H 0.119
79. H 0.109
80. H 0.120
81. H 0.122
82. H 0.083
83. H 0.087
84. H 0.087
85. C -0.106
86. O -0.140
87. C -0.176
88. C -0.219
89. N -0.069
90. C -0.155
91. C -0.188
92. O -0.186
93. C -0.104
94. H 0.069
95. H 0.127
96. H 0.110
97. H 0.114
98. H 0.126
99. H 0.115